Run 1
Density functional theory data (ωB97M-V/def2-TZVPD) for the ion C4H10N3S with charge +1.

Each line ends with the natural charge from an NBO analysis.
Cartesian coordinates (Å):
C  0.229  -0.981  -0.064  0.36
C  -1.958  -1.171  -0.508  -0.14
C  -2.401  -0.877  -1.718  -0.31
C  1.539  2.383  1.098  -0.43
N  0.740  1.272  1.382  -0.82
N  -0.713  -1.828  -0.440  -0.55
N  1.537  -1.115  -0.190  -0.74
S  -0.426  0.550  0.494  0.58
H  -2.688  -1.146  0.265  0.25
H  -1.661  -1.022  -2.540  0.21
H  0.227  1.409  2.331  0.40
H  -3.425  -0.415  -1.763  0.25
H  2.402  2.542  1.796  0.24
H  1.921  2.238  0.068  0.20
H  0.924  3.234  0.901  0.20
H  -0.438  -2.546  -1.156  0.43
H  2.041  -2.020  -0.262  0.43
H  2.149  -0.507  0.306  0.43

Properties
Orbital gap   10.1 eV
2S+1   1
Total charge   +1

Run 2
Density functional theory data (ωB97M-V/def2-TZVPD) for the ion C4H10N3S with charge +1.

Each line ends with the natural charge from an NBO analysis.
Cartesian coordinates (Å):
C  0.677  -1.171  -0.908  0.44
C  -1.710  -0.550  -2.546  -0.63
C  1.853  -1.594  -0.145  -0.69
C  -1.073  1.053  1.128  -0.44
N  0.499  -1.886  -2.029  -0.78
N  -0.090  -0.143  -0.643  -0.45
N  0.164  0.844  0.394  -0.37
S  -0.639  -1.617  -3.078  1.05
H  -1.920  -0.249  -1.564  0.25
H  -2.642  -0.401  -3.165  0.25
H  1.594  -1.419  0.996  0.20
H  2.753  -1.003  -0.440  0.26
H  2.065  -2.699  -0.218  0.29
H  -1.153  0.021  1.543  0.24
H  -1.027  1.974  1.803  0.26
H  -1.979  1.237  0.337  0.25
H  0.323  1.633  -0.197  0.44
H  0.941  0.558  1.006  0.43

Properties
Orbital gap   8.9 eV
2S+1   1
Total charge   +1

Which structure is most stable, and how do the rest compare? From most to least stable: run 1, run 2.

Run 1
Density functional theory data (ωB97M-V/def2-TZVPD) for an isolated molecule of C15H22N2O5S.

Each line ends with the natural charge from an NBO analysis.
Cartesian coordinates (Å):
C  1.301  0.463  -5.707  -0.61
C  0.269  -0.642  -5.513  -0.39
C  -0.205  -0.773  -4.066  -0.40
C  -0.996  0.440  -3.580  -0.40
C  -1.572  0.216  -2.182  -0.22
N  -0.524  0.033  -1.205  -0.63
C  -0.366  -1.094  -0.499  0.66
O  -1.097  -2.061  -0.548  -0.62
C  0.856  -1.033  0.438  -0.30
N  0.780  0.121  1.305  -0.71
C  -0.090  0.122  2.413  0.12
C  -1.066  1.102  2.517  -0.19
C  -1.933  1.151  3.605  -0.25
C  -1.799  0.175  4.562  0.23
C  -0.821  -0.817  4.456  0.30
C  0.053  -0.863  3.400  -0.29
O  -0.898  -1.651  5.537  -0.49
C  -1.971  -1.169  6.320  0.24
O  -2.516  -0.019  5.711  -0.47
S  1.730  1.425  0.960  2.33
C  3.324  0.995  1.705  -0.86
O  1.225  2.587  1.618  -0.93
O  1.901  1.474  -0.469  -0.97
H  0.865  1.442  -5.525  0.20
H  1.683  0.448  -6.725  0.21
H  2.137  0.326  -5.024  0.20
H  -0.591  -0.454  -6.159  0.19
H  0.709  -1.594  -5.820  0.20
H  -0.837  -1.660  -3.978  0.21
H  0.660  -0.921  -3.416  0.20
H  -1.820  0.639  -4.268  0.20
H  -0.351  1.319  -3.554  0.20
H  -2.187  1.075  -1.891  0.19
H  -2.187  -0.687  -2.157  0.23
H  0.195  0.746  -1.145  0.42
H  0.896  -1.959  1.016  0.23
H  1.760  -0.934  -0.166  0.23
H  -1.137  1.848  1.744  0.24
H  -2.687  1.914  3.690  0.23
H  0.806  -1.629  3.335  0.23
H  -1.606  -0.916  7.328  0.16
H  -2.747  -1.948  6.400  0.16
H  3.674  0.069  1.268  0.24
H  4.016  1.801  1.496  0.25
H  3.164  0.896  2.770  0.24

Properties
Orbital gap   8.8 eV
2S+1   1
Structure (SMILES)   CCCCCNC(=O)CN(c1ccc2c(c1)OCO2)S(C)(=O)=O

Run 2
Density functional theory data (ωB97M-V/def2-TZVPD) for an isolated molecule of C15H22N2O5S.

Each line ends with the natural charge from an NBO analysis.
Cartesian coordinates (Å):
C  4.295  -2.826  -0.834  -0.26
O  3.784  -1.840  0.055  -0.51
C  2.502  -1.509  -0.103  0.79
O  1.774  -2.009  -0.921  -0.60
C  2.051  -0.435  0.884  -0.16
C  1.604  -1.079  2.203  -0.40
C  2.762  -1.599  3.041  -0.52
S  3.817  -0.245  3.681  0.16
C  5.318  -0.476  2.686  -0.74
N  0.955  0.310  0.305  -0.63
C  1.262  1.313  -0.579  0.80
O  2.387  1.741  -0.737  -0.65
N  0.209  1.848  -1.280  -0.62
C  -1.159  1.584  -1.227  0.20
C  -1.900  1.728  -2.395  -0.35
C  -3.270  1.496  -2.392  0.43
O  -3.895  1.666  -3.589  -0.51
C  -5.281  1.446  -3.670  -0.25
C  -3.914  1.112  -1.219  -0.48
C  -3.174  0.989  -0.049  0.44
O  -3.699  0.641  1.158  -0.51
C  -5.083  0.411  1.257  -0.25
C  -1.803  1.233  -0.047  -0.39
H  3.714  -3.747  -0.752  0.19
H  4.243  -2.466  -1.862  0.20
H  5.328  -2.995  -0.540  0.20
H  2.866  0.272  1.059  0.26
H  0.914  -1.900  1.986  0.21
H  1.063  -0.322  2.775  0.23
H  2.377  -2.125  3.915  0.23
H  3.406  -2.268  2.474  0.22
H  5.786  -1.419  2.954  0.21
H  5.072  -0.453  1.630  0.23
H  5.979  0.348  2.935  0.23
H  0.134  -0.239  0.090  0.41
H  0.508  2.467  -2.022  0.41
H  -1.428  2.018  -3.319  0.22
H  -5.542  0.412  -3.422  0.18
H  -5.837  2.130  -3.020  0.18
H  -5.550  1.643  -4.707  0.20
H  -4.973  0.923  -1.216  0.22
H  -5.660  1.301  0.986  0.18
H  -5.398  -0.432  0.632  0.18
H  -5.267  0.169  2.302  0.20
H  -1.278  1.183  0.892  0.24

Properties
Orbital gap   9.1 eV
2S+1   1
Structure (SMILES)   COC(=O)[C@H](CCSC)NC(=O)Nc1cc(OC)cc(OC)c1

Which structure is most stable, and how do the rest compare? From most to least stable: run 2, run 1.